# 1
Formula: C23H30MgN2O2SSi2
Source: the OMol25 dataset
Level of theory: ωB97M-V/def2-TZVPD

## Properties
DFT total energy	-2331.78793	Eh
E_LUMO (spin up / spin down)	4.90 / 4.90	eV
HOMO (spin up / spin down)	1.4 / 1.4	eV
orbital gap (spin up / spin down)	3.54 / 3.55	eV

```
! wB97M-V def2-TZVPD RIJCOSX def2/J DEFGRID3
* xyz -2 1
Mg 0.99192 0.54431 -1.07047
O 0.42287 -2.88236 0.93992
C 1.38793 -2.04192 0.38261
O 0.52790 -1.31735 -0.54288
C 2.45336 -2.76384 -0.43049
C 2.56688 -4.13736 -0.26932
C 3.51964 -4.87904 -0.95553
C 4.37485 -4.21813 -1.82462
C 4.26592 -2.84877 -1.99363
C 3.31392 -2.08018 -1.30891
S 3.32103 -0.34106 -1.62701
H 1.86960 -4.61392 0.40772
H 3.58709 -5.95236 -0.81705
H 5.12921 -4.76726 -2.37997
H 4.92781 -2.33363 -2.67978
C -1.23454 -3.62997 -1.28516
Si -0.89179 -2.23925 -0.04450
C 1.98431 -1.15449 1.45666
C -2.29480 -2.24920 1.25297
C -2.42281 -2.95969 2.44770
C -3.62660 -2.94177 3.13615
C -4.70527 -2.21254 2.63726
C -4.57520 -1.49386 1.45732
C -3.36690 -1.49786 0.75878
Si -2.67341 -0.65851 -0.81360
C -3.86466 -1.07881 -2.25030
C -2.88520 1.20550 -0.54520
H -0.63055 -4.51115 -1.05565
H -0.99226 -3.29820 -2.29595
H -2.28780 -3.91724 -1.26357
H 2.54905 -1.79798 2.13457
H 1.18272 -0.66008 2.00488
H 2.65608 -0.39965 1.04585
H -1.57754 -3.52069 2.83231
H -3.73518 -3.49367 4.06513
H -5.64348 -2.19854 3.18439
H -5.41889 -0.91272 1.09318
H -4.88051 -0.76199 -1.99074
H -3.88147 -2.14924 -2.46017
H -3.57587 -0.56036 -3.16721
H -3.91766 1.40847 -0.23820
H -2.67948 1.76582 -1.45948
H -2.20220 1.57539 0.22003
N 0.55768 1.79818 0.46543
C 1.05758 2.75107 1.05749
N 1.89971 3.77894 0.57581
C 1.84163 4.14520 -0.82798
C 0.72929 5.14982 -1.11086
C 0.86325 6.37670 -0.21104
C 0.93218 5.94713 1.25213
C 2.05214 4.92440 1.44436
H 1.68035 3.23119 -1.41539
H 2.81449 4.55848 -1.12714
H -0.22731 4.65397 -0.92151
H 0.74171 5.43612 -2.16784
H 0.03650 7.07621 -0.37697
H 1.78684 6.91313 -0.46928
H -0.00895 5.46570 1.53742
H 1.08112 6.81054 1.91148
H 2.07508 4.55414 2.47158
H 3.01866 5.40421 1.22425
*
```

=====

# 2
Formula: C5H8N3O2
Source: the OMol25 dataset
Level of theory: ωB97M-V/def2-TZVPD

## Properties
⟨S²⟩	2.034
DFT total energy	-509.61797	Eh
E_LUMO (spin up / spin down)	-4.69 / -8.20	eV
HOMO (spin up / spin down)	-9.9 / -14.8	eV
orbital gap (spin up / spin down)	5.18 / 6.64	eV

```
! wB97M-V def2-TZVPD RIJCOSX def2/J DEFGRID3
* xyz 1 3
C -1.82442 0.76509 0.72147
C -1.78114 -1.47667 -0.07099
C 2.72750 -0.24126 -0.41284
C -0.76867 1.36858 -0.23750
C 0.43361 0.63697 0.10621
N -2.21224 -0.43615 0.66471
N -0.61531 -1.86936 0.02332
N 1.38253 0.14973 -0.76181
O 3.00155 -0.26475 0.73694
O 0.66768 0.66867 1.41051
H -2.38361 1.22852 1.51419
H -2.73962 -1.91621 -0.57677
H 3.31872 -0.40949 -1.27288
H -1.22250 1.41871 -1.25498
H -0.54655 2.47435 0.01936
H -0.31905 -2.71468 -0.44307
H 1.21342 0.37417 -1.69639
H 1.66809 0.24378 1.53054
*
```

=====

# 3
Formula: C21H22F3N3O
Source: the OMol25 dataset
Level of theory: ωB97M-V/def2-TZVPD

## Properties
DFT total energy	-1352.43009	Eh
E_LUMO	-0.56	eV
HOMO	-7.4	eV
orbital gap	6.85	eV

```
! wB97M-V def2-TZVPD RIJCOSX def2/J DEFGRID3
* xyz 0 1
C -5.76894 -2.65473 -0.50556
N -5.23068 -1.31626 -0.55120
C -6.08213 -0.17531 -0.76345
C -5.09815 1.02366 -0.75615
C -3.76289 0.42348 -0.50805
C -3.92528 -0.97227 -0.38132
C -2.83809 -1.79952 -0.07146
C -1.60164 -1.21459 0.18545
C -1.40248 0.16503 -0.00996
C -0.07642 0.82994 0.16051
C 1.18824 0.18008 -0.32394
C 2.34311 0.99585 -0.23155
C 3.60020 0.45077 -0.38542
C 3.71587 -0.93477 -0.62945
N 5.02516 -1.29067 -0.64588
C 5.54625 -2.62257 -0.78070
C 5.90631 -0.16702 -0.42093
C 4.95284 1.04498 -0.27796
C 2.59147 -1.74037 -0.84099
C 1.33275 -1.16113 -0.75890
C -2.49944 0.98842 -0.34499
H -4.95865 -3.38604 -0.58464
H -6.30971 -2.83341 0.43461
H -6.47273 -2.81226 -1.33181
H -6.62921 -0.24869 -1.70737
H -6.82739 -0.09026 0.03482
H -5.14035 1.56725 -1.70758
H -5.36830 1.72530 0.04128
H -2.97870 -2.87629 0.03082
H -0.77340 -1.84166 0.52251
H -0.11315 1.83436 -0.26618
H 2.24085 2.05716 -0.00926
H 4.72283 -3.33692 -0.87071
H 6.19327 -2.70709 -1.66773
H 6.15437 -2.88169 0.09936
H 6.50691 -0.31398 0.48828
H 6.60488 -0.03139 -1.25923
H 5.13763 1.77322 -1.07448
H 5.09248 1.55740 0.67844
H 2.69225 -2.79733 -1.07105
H 0.43115 -1.73953 -0.98894
H -2.36976 2.05711 -0.50065
H 0.27920 0.92981 1.51451
N -0.09267 1.80221 2.02697
C 0.48530 2.94148 1.74617
C 0.64957 3.82404 3.09261
F -0.55312 3.99659 3.70741
F 1.49974 3.24717 3.98946
F 1.15102 5.05303 2.80963
O 0.82966 3.47739 0.66464
*
```

=====

# 4
Formula: HO2PS
Source: the OMol25 dataset
Level of theory: ωB97M-V/def2-TZVPD

## Properties
DFT total energy	-890.52711	Eh
E_LUMO (spin up / spin down)	-1.09 / -0.86	eV
HOMO (spin up / spin down)	-8.6 / -8.7	eV
orbital gap (spin up / spin down)	7.53 / 7.79	eV

```
! wB97M-V def2-TZVPD RIJCOSX def2/J DEFGRID3
* xyz 0 1
O 0.16490 -1.31495 -0.07068
O 0.68471 0.96858 -0.14237
P -1.02513 1.06881 -0.04616
S 1.32578 -0.43584 -0.03870
H -1.15026 -0.28660 0.29792
*
```

=====

# 5
Formula: C13H18N4O2
Source: the OMol25 dataset
Level of theory: ωB97M-V/def2-TZVPD

## Properties
DFT total energy	-875.69097	Eh
E_LUMO	0.74	eV
HOMO	-8.1	eV
SMILES	CCOCCCn1c(NN)nc2ccccc2c1=O
orbital gap	8.83	eV

```
! wB97M-V def2-TZVPD RIJCOSX def2/J DEFGRID3
* xyz 0 1
C -1.21808 -3.12982 1.79866
C -0.51184 -2.04918 0.98326
O -1.29895 -0.90342 0.75043
C -2.37023 -1.08650 -0.15297
C -2.81870 0.28619 -0.65500
C -1.83436 0.86416 -1.67603
N -0.48858 0.96818 -1.14332
C -0.15237 1.89079 -0.18512
N -1.09234 2.80181 0.19590
N -0.72546 3.86250 1.04504
N 0.99740 1.95945 0.40736
C 1.94332 1.02722 0.10346
C 3.18186 1.06334 0.75676
C 4.14336 0.12715 0.45913
C 3.90399 -0.86646 -0.49091
C 2.69375 -0.91607 -1.14189
C 1.70519 0.02821 -0.85523
C 0.41533 -0.03070 -1.52163
O 0.10270 -0.86207 -2.35513
H -1.61224 -2.70352 2.71803
H -2.03758 -3.56951 1.23517
H -0.50928 -3.91433 2.04816
H 0.35890 -1.67716 1.53084
H -0.16983 -2.46870 0.02531
H -2.04841 -1.71169 -0.99764
H -3.21189 -1.58512 0.35023
H -3.79620 0.19405 -1.12962
H -2.90320 0.94732 0.20838
H -1.75764 0.18464 -2.53062
H -2.17384 1.83955 -2.03859
H -1.83910 3.04431 -0.43836
H -0.70897 3.51188 2.00241
H 0.23243 4.14595 0.83045
H 3.35428 1.83488 1.49074
H 5.09693 0.15857 0.96653
H 4.67073 -1.59369 -0.71196
H 2.47892 -1.67221 -1.88225
*
```

=====

# 6
Formula: C3H7FN2O
Source: the OMol25 dataset
Level of theory: ωB97M-V/def2-TZVPD

## Properties
DFT total energy	-403.02045	Eh
E_LUMO	0.56	eV
HOMO	-9.8	eV
SMILES	N=C=O.CCNF
orbital gap	10.39	eV

```
! wB97M-V def2-TZVPD RIJCOSX def2/J DEFGRID3
* xyz 0 1
N -3.71583 1.02211 -2.12115
C -4.24435 0.90941 -1.06343
O -4.70225 1.04436 -0.01699
H -3.49692 0.42183 -2.94338
C 0.93598 -0.78277 -1.18675
C 0.00332 -0.15257 -0.11132
N -0.68037 1.10834 -0.44386
F 0.06705 2.27056 0.06784
H 2.07689 -0.62708 -0.83094
H 0.76764 -1.91079 -1.30277
H 0.75471 -0.33770 -2.18145
H -0.67830 -0.87899 0.17185
H 0.64628 0.00917 0.72800
H -0.65795 1.27571 -1.52763
*
```

=====

Calculated largest force on an atom in order - 1.236; 5.427; 4.157; 2.655; 0.740; 3.458 eV Å⁻¹